# 1
The following is a quantum chemistry calculation of an isolated ion of composition C4H10NO and charge +1, from the Open Molecules 2025 dataset.

Results
charge: +1
electronic energy: -7838.948 eV
SMILES: C[C@H]1CO[C@@H]1[NH3+]
relative energy (zero: lowest compared OMol25 entry of this formula, charge and spin): 2.369 eV
largest force on an atom: 0.069 hartree/bohr
E_HOMO: -0.559 Eh

Element x y z (Å)
C1 1.018 1.105 0.853
C2 0.484 0.340 -0.347
C3 -0.381 -0.465 0.678
C4 -0.456 1.136 -1.294
N1 0.002 -1.922 0.826
O1 0.171 0.262 1.748
H1 2.092 1.097 1.086
H2 0.818 2.132 0.891
H3 1.141 -0.274 -0.955
H4 -1.509 -0.215 0.384
H5 -1.153 1.715 -0.734
H6 -0.890 0.504 -2.017
H7 0.189 1.885 -1.598
H8 0.285 -2.169 -0.113
H9 -0.717 -2.476 1.343
H10 0.884 -1.684 1.327

Atom-resolved charges from Löwdin, all expressed in e: C -0.05; C -0.25; C -0.30; C -0.02; N 0.27; O -0.04; H 0.14; H 0.11; H 0.14; H 0.21; H 0.09; H 0.08; H 0.07; H 0.16; H 0.20; H 0.19

=====

# 2
The following is a quantum chemistry calculation of a 2-piece molecular cluster, C4H10NO2 overall, from the Open Molecules 2025 dataset.

Results
charge: -1
electronic energy: -9895.571 eV
relative energy (zero: lowest compared OMol25 entry of this formula, charge and spin): 1.875 eV
largest force on an atom: 0.031 hartree/bohr
E_HOMO: -0.090 Eh

Element x y z (Å)
C1 1.840 0.324 0.105
O1 1.116 0.532 -1.095
C2 1.997 1.662 0.798
H1 2.817 -0.106 -0.163
H2 1.311 -0.436 0.682
H3 2.176 1.556 1.873
H4 1.057 2.212 0.728
H5 2.766 2.270 0.319
C3 -1.254 -1.298 -1.238
C4 -1.567 -1.114 0.126
N1 -2.732 -0.399 0.417
O2 -0.812 -1.418 1.091
H6 -1.956 -0.874 -1.954
H7 -0.568 -2.075 -1.538
H8 0.307 -0.034 -1.227
H9 -3.442 -0.391 -0.293
H10 -3.057 -0.410 1.367

Atom-resolved charges from Löwdin, all expressed in e: C -0.35; O -0.15; C -0.11; H 0.09; H 0.09; H 0.06; H 0.07; H 0.06; C -0.11; C -0.73; N 0.07; O -0.14; H 0.00; H 0.01; H 0.02; H 0.05; H 0.06

=====

# 3
The following is a quantum chemistry calculation of C4H10NO2 as an isolated structure, from the Open Molecules 2025 dataset.

Results
charge: 0
2S+1: 2
electronic energy: -9888.358 eV
relative energy (zero: lowest compared OMol25 entry of this formula, charge and spin): 5.384 eV
largest force on an atom: 0.151 hartree/bohr
E_HOMO (alpha / beta): -0.342 / -0.342 Eh

Element x y z (Å)
C1 0.502 0.333 -0.691
C2 -0.822 -0.371 -1.458
C3 -1.878 -0.415 -0.253
O1 -2.555 -1.602 -0.355
N1 0.738 -0.427 0.533
C4 1.489 0.976 1.652
O2 2.418 1.914 1.353
H1 1.290 0.299 -1.583
H2 0.194 1.393 -0.618
H3 -1.243 0.006 -2.407
H4 -0.592 -1.442 -1.679
H5 -1.401 -0.506 0.753
H6 -2.430 0.533 -0.163
H7 1.715 -0.862 0.523
H8 0.502 -1.332 0.146
H9 0.417 1.274 1.777
H10 1.655 0.230 2.469

Atom-resolved charges from Löwdin, all expressed in e: C -0.24; C -0.11; C -0.33; O 0.01; N -0.10; C -0.23; O -0.14; H 0.15; H 0.11; H 0.10; H 0.10; H 0.13; H 0.11; H 0.15; H 0.10; H 0.09; H 0.10

=====

# 4
The following is a quantum chemistry calculation of an isolated ion of composition C4H10NO2 and charge +1, from the Open Molecules 2025 dataset.

Results
charge: +1
electronic energy: -9885.561 eV
SMILES: C[NH2+][C@@]1(OC)CO1
relative energy (zero: lowest compared OMol25 entry of this formula, charge and spin): 4.027 eV
largest force on an atom: 0.109 hartree/bohr
E_HOMO: -0.560 Eh

Element x y z (Å)
C1 -0.178 0.031 2.104
C2 0.009 -0.207 0.652
C3 -0.923 1.421 -1.230
C4 1.832 -1.357 -0.611
N1 -1.158 0.269 -0.340
O1 -0.486 -1.206 1.423
O2 1.244 -0.175 0.049
H1 0.680 0.071 2.761
H2 -0.916 0.609 2.574
H3 -0.929 2.334 -0.619
H4 0.175 1.469 -1.674
H5 -1.744 1.571 -1.985
H6 2.853 -1.251 -0.541
H7 1.516 -1.216 -1.745
H8 1.282 -2.217 -0.106
H9 -1.336 -0.449 -0.959
H10 -1.919 0.302 0.248

Atom-resolved charges from Löwdin, all expressed in e: C 0.05; C -0.46; C 0.00; C 0.03; N 0.14; O 0.09; O -0.08; H 0.14; H 0.11; H 0.10; H 0.16; H 0.12; H 0.06; H 0.13; H 0.12; H 0.14; H 0.14

=====

# 5
The following is a quantum chemistry calculation of an isolated ion of composition C4H10NO2 and charge +1, from the Open Molecules 2025 dataset.

Results
charge: +1
electronic energy: -9888.105 eV
SMILES: [NH3+]CCCC(=O)O
relative energy (zero: lowest compared OMol25 entry of this formula, charge and spin): 1.483 eV
largest force on an atom: 0.101 hartree/bohr
E_HOMO: -0.529 Eh

Element x y z (Å)
C1 0.508 0.374 1.235
C2 -0.779 0.657 0.497
C3 -1.505 -0.609 -0.089
C4 -0.691 -1.145 -1.181
O1 -1.121 -1.004 -2.420
O2 0.512 -1.405 -1.057
N1 1.759 0.759 0.440
H1 0.594 -0.664 1.629
H2 0.627 0.927 2.150
H3 -1.426 1.176 1.195
H4 -0.584 1.362 -0.360
H5 -1.524 -1.292 0.783
H6 -2.568 -0.593 -0.215
H7 -0.405 -1.347 -2.978
H8 2.588 1.147 0.933
H9 1.688 1.535 -0.280
H10 2.326 0.124 -0.281

Atom-resolved charges from Löwdin, all expressed in e: C -0.13; C -0.14; C -0.08; C -0.52; O 0.16; O 0.05; N 0.14; H 0.15; H 0.12; H 0.12; H 0.14; H 0.14; H 0.13; H 0.15; H 0.17; H 0.18; H 0.22

=====

# 6
The following is a quantum chemistry calculation of an isolated ion of composition C4H10NO2 and charge +1, from the Open Molecules 2025 dataset.

Results
charge: +1
electronic energy: -9887.773 eV
SMILES: C[NH2+][C@@H](C)C(=O)O
relative energy (zero: lowest compared OMol25 entry of this formula, charge and spin): 1.815 eV
largest force on an atom: 0.096 hartree/bohr
E_HOMO: -0.568 Eh

Element x y z (Å)
O1 1.780 -0.169 1.428
C1 1.809 -0.344 0.003
C2 0.416 -0.379 -0.468
N1 -0.503 -0.003 0.708
C3 -2.034 -0.110 0.741
C4 0.106 0.432 -1.667
O2 2.817 -0.091 -0.575
H1 2.686 0.014 1.769
H2 0.159 -1.422 -0.532
H3 -0.520 1.022 0.644
H4 0.056 -0.225 1.587
H5 -2.250 0.029 1.821
H6 -2.178 -1.152 0.547
H7 -2.373 0.551 -0.018
H8 -1.006 0.483 -1.841
H9 0.541 1.416 -1.605
H10 0.494 -0.051 -2.542

Atom-resolved charges from Löwdin, all expressed in e: O 0.03; C -0.39; C -0.23; N 0.01; C 0.06; C 0.00; O 0.20; H 0.16; H 0.17; H 0.16; H 0.17; H 0.13; H 0.10; H 0.09; H 0.12; H 0.11; H 0.11

=====

# 7
The following is a quantum chemistry calculation of an isolated ion of composition C4H10NO2 and charge +1, from the Open Molecules 2025 dataset.

Results
charge: +1
electronic energy: -9888.359 eV
SMILES: CC[NH2+]CC(=O)O
relative energy (zero: lowest compared OMol25 entry of this formula, charge and spin): 1.229 eV
largest force on an atom: 0.033 hartree/bohr
E_HOMO: -0.563 Eh

Element x y z (Å)
O1 -1.446 -1.028 -1.139
C1 -0.661 -2.035 -0.651
C2 0.543 -1.520 0.106
N1 0.792 -0.055 0.173
C3 -0.277 0.951 0.607
C4 0.152 2.358 0.188
O2 -0.952 -3.177 -0.758
H1 -2.150 -1.504 -1.592
H2 1.448 -1.995 -0.244
H3 0.407 -1.938 1.099
H4 1.372 0.239 -0.627
H5 1.544 0.088 0.858
H6 -1.223 0.698 0.155
H7 -0.348 0.745 1.678
H8 -0.606 2.821 -0.415
H9 0.366 3.047 1.007
H10 1.039 2.304 -0.446

Atom-resolved charges from Löwdin, all expressed in e: O 0.10; C -0.49; C -0.01; N 0.05; C -0.13; C -0.04; O 0.18; H 0.14; H 0.15; H 0.16; H 0.18; H 0.19; H 0.11; H 0.14; H 0.08; H 0.09; H 0.08

=====

# 8
The following is a quantum chemistry calculation of an isolated ion of composition C4H10NO2 and charge +1, from the Open Molecules 2025 dataset.

Results
charge: +1
electronic energy: -9888.693 eV
SMILES: C[C@@H]([NH3+])CC(=O)O
relative energy (zero: lowest compared OMol25 entry of this formula, charge and spin): 0.895 eV
largest force on an atom: 0.033 hartree/bohr
E_HOMO: -0.534 Eh

Element x y z (Å)
C1 -0.496 -0.423 1.394
C2 0.556 0.135 0.486
C3 0.129 0.495 -0.956
C4 -1.357 0.519 -1.222
O1 -1.757 1.807 -1.427
O2 -2.104 -0.405 -1.203
N1 1.731 -0.861 0.468
H1 -0.141 -0.549 2.423
H2 -1.442 0.095 1.391
H3 -0.794 -1.449 1.148
H4 1.003 1.012 0.894
H5 0.635 1.400 -1.259
H6 0.573 -0.261 -1.618
H7 -2.572 1.764 -1.956
H8 1.357 -1.784 0.693
H9 2.241 -0.919 -0.410
H10 2.438 -0.577 1.151

Atom-resolved charges from Löwdin, all expressed in e: C -0.03; C -0.28; C -0.03; C -0.52; O 0.12; O 0.15; N 0.23; H 0.10; H 0.10; H 0.10; H 0.14; H 0.13; H 0.14; H 0.14; H 0.17; H 0.17; H 0.18

=====

# 9
The following is a quantum chemistry calculation of a single C4H10NO2P molecule, from the Open Molecules 2025 dataset.

Results
charge: 0
electronic energy: -19182.432 eV
SMILES: OP1(O)=CNCCC1
relative energy (zero: lowest compared OMol25 entry of this formula, charge and spin): 3.303 eV
largest force on an atom: 0.093 hartree/bohr
E_HOMO: -0.284 Eh

Element x y z (Å)
C1 -0.074 1.483 0.319
C2 -0.170 0.854 -1.047
C3 0.981 1.000 1.252
C4 -0.115 -1.262 0.975
N1 1.099 -0.395 1.427
O1 -0.036 -1.598 -2.104
O2 -1.976 -1.136 -0.954
P1 -0.461 -0.933 -0.646
H1 0.187 2.575 0.247
H2 -1.123 1.362 0.732
H3 -1.111 1.160 -1.543
H4 0.679 0.944 -1.705
H5 2.054 1.274 0.925
H6 0.989 1.481 2.329
H7 0.015 -2.308 1.100
H8 -0.291 -2.493 -1.940
H9 1.848 -0.709 0.755
H10 -2.494 -1.300 -0.123

Atom-resolved charges from Löwdin, all expressed in e: C -0.29; C -0.22; C -0.34; C -0.26; N -0.15; O -0.18; O -0.18; P 0.64; H 0.12; H 0.13; H 0.10; H 0.09; H 0.13; H 0.14; H 0.02; H 0.04; H 0.10; H 0.11

=====

# 10
The following is a quantum chemistry calculation of a 2-piece molecular cluster, C4H10NO2S overall, from the Open Molecules 2025 dataset.

Results
charge: -1
electronic energy: -20730.582 eV
relative energy (zero: lowest compared OMol25 entry of this formula, charge and spin): 2.356 eV
largest force on an atom: 0.098 hartree/bohr
E_HOMO: -0.117 Eh

Element x y z (Å)
O1 -1.662 1.255 3.310
C1 -1.453 0.449 2.384
N1 -0.943 1.056 1.309
C2 -0.082 0.356 0.301
C3 1.096 1.176 -0.194
S1 2.197 0.066 -1.167
C4 -1.000 -0.118 -0.796
H1 -1.683 -0.593 2.272
H2 -0.880 2.092 1.263
H3 0.199 -0.637 0.704
H4 1.687 1.626 0.674
H5 0.896 2.124 -0.664
H6 -0.175 -0.346 -1.580
H7 -1.877 -0.798 -0.660
H8 -1.594 0.727 -1.185
H9 1.590 -2.281 -2.643
H10 1.769 -2.966 -1.173
O2 1.915 -3.189 -2.153

Atom-resolved charges from Löwdin, all expressed in e: O -0.07; C -0.35; N 0.03; C -0.51; C -0.70; S 0.22; C -0.14; H 0.13; H 0.16; H 0.12; H 0.06; H 0.04; H 0.03; H 0.07; H 0.06; H 0.06; H 0.02; O -0.23

=====

# 11
The following is a quantum chemistry calculation of a 2-piece molecular cluster, C4H10NO2S overall, from the Open Molecules 2025 dataset.

Results
charge: +1
electronic energy: -20721.900 eV
relative energy (zero: lowest compared OMol25 entry of this formula, charge and spin): 2.114 eV
largest force on an atom: 0.101 hartree/bohr
E_HOMO: -0.508 Eh

Element x y z (Å)
C1 0.251 -0.107 0.755
C2 -0.585 2.082 -0.243
C3 -0.009 -1.599 1.129
C4 -0.664 0.674 0.088
N1 -1.840 -0.016 -0.256
O1 2.275 1.628 0.856
O2 2.239 -0.609 -1.704
S1 1.899 0.269 1.012
H1 0.258 2.341 -1.016
H2 -1.395 2.601 -0.756
H3 -0.395 2.702 0.685
H4 -0.983 -1.840 1.463
H5 0.291 -2.197 0.266
H6 0.630 -1.970 1.939
H7 -2.547 0.406 -0.886
H8 -2.213 -0.883 0.102
H9 2.096 -1.442 -2.131
H10 3.206 -0.392 -2.056

Atom-resolved charges from Löwdin, all expressed in e: C -0.45; C -0.02; C -0.08; C -0.29; N 0.19; O -0.40; O -0.12; S 1.13; H 0.15; H 0.09; H 0.13; H 0.06; H 0.09; H 0.08; H 0.15; H 0.11; H 0.03; H 0.14

=====

# 12
The following is a quantum chemistry calculation of a 2-piece molecular cluster, C4H10NO2S overall, from the Open Molecules 2025 dataset.

Results
charge: +1
2S+1: 3
electronic energy: -20720.847 eV
relative energy (zero: lowest compared OMol25 entry of this formula, charge and spin): 0.000 eV
largest force on an atom: 0.065 hartree/bohr
E_HOMO (alpha / beta): -0.467 / -0.467 Eh

Element x y z (Å)
C1 0.475 0.120 -0.249
C2 -1.792 -0.661 0.722
C3 -1.361 0.213 -1.718
C4 -0.816 -0.154 -0.389
N1 1.142 0.140 1.098
O1 3.668 0.761 1.233
O2 1.382 0.561 -1.152
S1 5.013 0.869 0.488
H1 -1.307 -0.976 1.594
H2 -2.250 0.237 1.059
H3 -2.562 -1.287 0.212
H4 -1.418 -0.662 -2.408
H5 -2.497 0.328 -1.782
H6 -0.839 1.090 -2.191
H7 0.546 0.741 1.697
H8 2.240 0.572 1.076
H9 1.340 -0.853 1.516
H10 1.101 0.825 -2.076

Atom-resolved charges from Löwdin, all expressed in e: C -0.34; C 0.00; C -0.06; C -0.26; N 0.19; O -0.69; O 0.05; S 0.93; H 0.05; H 0.07; H 0.11; H 0.11; H 0.12; H 0.10; H 0.17; H 0.10; H 0.21; H 0.15